# 1
{"formula": "C6H16N2", "method": "the ωB97M-V functional and the def2-TZVPD basis", "homo_lumo_gap_ev": [2.5, 8.4], "s2": 0.750, "multiplicity": 2, "e_tot_ev": -9459.50593, "charge": -1, "fmax_ev_per_a": 1.2, "e_above_lowest_kcal_mol": 17.6, "e_homo_ev": [1.43, -4.48], "symbols": ["N", "C", "C", "C", "N", "C", "C", "C", "H", "H", "H", "H", "H", "H", "H", "H", "H", "H", "H", "H", "H", "H", "H", "H"], "xyz": [[2.32994, -1.11295, 1.61217], [1.58714, -0.14880, 0.79285], [1.52771, 1.24450, 1.41502], [0.17446, -0.76529, 0.58885], [-0.84361, -0.15545, -0.23172], [-0.80015, -0.45242, -1.63949], [-2.17400, -0.65877, -2.27590], [-1.40487, 1.14359, 0.11197], [3.24733, -1.28967, 1.23042], [2.35949, -0.85493, 2.58990], [2.02653, -0.18296, -0.19971], [2.02420, 1.22929, 2.38860], [2.02060, 2.02876, 0.83859], [0.52558, 1.61099, 1.60644], [-0.26752, -1.03668, 1.56747], [0.33172, -1.77577, 0.20332], [-0.21148, -1.36167, -1.79769], [-0.26798, 0.30333, -2.23231], [-2.69883, -1.43440, -1.71294], [-2.03867, -0.97033, -3.31155], [-2.77299, 0.24622, -2.19745], [-1.55857, 1.14704, 1.18372], [-0.75249, 1.99174, -0.14245], [-2.36355, 1.25461, -0.38811]], "forces_ev_per_angstrom": [[-0.15, -0.27, -0.29], [-1.09, -0.45, 0.06], [0.32, 0.28, 0.34], [-0.48, -0.72, 0.69], [-0.01, 0.05, -0.27], [0.26, -0.03, -0.52], [0.20, -0.17, 0.67], [0.56, -0.59, -0.08], [0.14, 0.13, 0.33], [0.21, 0.04, -0.20], [0.33, 0.41, -0.08], [0.05, 0.04, -0.03], [0.08, -0.05, -0.23], [-0.11, -0.11, -0.06], [0.25, 0.72, 0.05], [0.19, 0.02, -0.35], [-0.09, -0.04, 0.22], [0.11, 0.32, 0.05], [-0.04, -0.09, -0.16], [-0.23, 0.12, -0.10], [-0.05, 0.06, -0.33], [-0.21, 0.20, 0.29], [-0.10, 0.01, -0.07], [-0.13, 0.12, 0.05]], "nbo_charge": [-0.8740, -0.1721, -0.9474, -0.2472, -0.4845, -0.2661, -0.6565, -0.6605, 0.3524, 0.3559, 0.1752, 0.1925, 0.2020, 0.2069, 0.1804, 0.1887, 0.1826, 0.1504, 0.1969, 0.1944, 0.1983, 0.1910, 0.1595, 0.1811]}

# 2
{"formula": "C6H16N2", "method": "the ωB97M-V functional and the def2-TZVPD basis", "homo_lumo_gap_ev": 9.5, "smiles": "CCNCCN(C)C", "e_tot_ev": -9460.23639, "fmax_ev_per_a": 2.5, "e_above_lowest_kcal_mol": 42.4, "e_homo_ev": -8.42, "symbols": ["C", "C", "N", "C", "C", "N", "C", "C", "H", "H", "H", "H", "H", "H", "H", "H", "H", "H", "H", "H", "H", "H", "H", "H"], "xyz": [[0.28237, -3.52210, -1.04713], [0.68284, -2.07588, -1.00426], [-0.36744, -1.22977, -0.50964], [-0.17980, -0.71017, 0.85009], [-0.73774, 0.70775, 1.01067], [-0.16688, 1.68372, 0.08337], [-1.15390, 2.76288, -0.21321], [1.06151, 2.33241, 0.64732], [-0.09661, -3.94118, -0.10002], [1.12977, -4.22396, -1.06519], [-0.26968, -3.77523, -1.95091], [1.66553, -1.96343, -0.48377], [0.98878, -1.68342, -1.98768], [-0.64712, -0.44500, -1.06580], [0.88520, -0.66427, 1.17896], [-0.63379, -1.37102, 1.58681], [-1.81924, 0.72594, 0.83279], [-0.49061, 0.98296, 2.04757], [-1.82042, 3.09662, 0.57949], [-1.76140, 2.34454, -1.02725], [-0.56277, 3.64399, -0.46760], [1.71143, 1.48037, 0.84603], [0.82180, 2.99428, 1.48170], [1.47816, 2.84997, -0.22235]], "forces_ev_per_angstrom": [[1.08, -1.78, 0.24], [1.19, 0.68, -0.68], [-0.20, 0.49, 1.77], [0.40, 0.15, -0.17], [0.08, -0.29, 0.02], [-0.16, 1.35, 0.97], [0.74, -0.98, -0.63], [-0.96, -1.50, -1.77], [-0.97, 0.83, -0.39], [0.56, 0.54, -0.62], [-0.63, 0.01, 0.43], [-0.80, 0.04, 0.41], [-0.39, -0.53, -0.15], [0.51, 0.07, -0.68], [-0.23, -0.11, -0.58], [-0.31, -0.01, 0.14], [0.09, -0.23, 0.33], [-0.53, 0.18, 0.06], [-0.01, -0.34, 0.60], [-0.04, 0.77, 0.00], [-0.35, -0.05, -0.64], [0.35, 0.45, 0.63], [0.32, -0.08, 0.20], [0.25, 0.34, 0.53]], "nbo_charge": [-0.6246, -0.2267, -0.6425, -0.2142, -0.2353, -0.4436, -0.4244, -0.4284, 0.2142, 0.2023, 0.2105, 0.1707, 0.1924, 0.3762, 0.1592, 0.1855, 0.1953, 0.1762, 0.1756, 0.2014, 0.1975, 0.2032, 0.1769, 0.2026]}

# 3
{"formula": "C6H16N2", "method": "the ωB97M-V functional and the def2-TZVPD basis", "homo_lumo_gap_ev": 9.6, "smiles": "CC[C@@H](CNC)NC", "e_tot_ev": -9458.91746, "fmax_ev_per_a": 6.5, "e_above_lowest_kcal_mol": 72.8, "e_homo_ev": -8.56, "symbols": ["C", "C", "C", "C", "N", "C", "N", "C", "H", "H", "H", "H", "H", "H", "H", "H", "H", "H", "H", "H", "H", "H", "H", "H"], "xyz": [[-1.87452, 1.67732, 0.86782], [-1.59020, 0.19875, 0.78746], [-0.44130, -0.10691, -0.17560], [0.77130, -0.81334, 0.57547], [2.07714, 0.00068, 0.36180], [3.08548, -0.07933, 1.44157], [-0.65886, -0.96693, -1.43914], [-1.38674, -0.21483, -2.46852], [-2.90450, 1.84942, 0.80920], [-1.46703, 2.21509, 1.82924], [-1.57564, 2.22655, -0.09451], [-1.56737, -0.25099, 1.85464], [-2.44031, -0.36538, 0.33096], [-0.19288, 0.85652, -0.61843], [1.01554, -1.83758, 0.26312], [0.62146, -1.04223, 1.67736], [1.74282, 0.94289, 0.26709], [3.25173, 0.87786, 1.98293], [3.96033, -0.41813, 0.81530], [2.80927, -0.92897, 2.13516], [0.31579, -1.10670, -1.76189], [-2.10399, 0.56063, -2.12304], [-0.78356, 0.24740, -3.06929], [-1.99376, -1.03258, -2.92573]], "forces_ev_per_angstrom": [[1.40, 1.93, 0.10], [-1.31, -1.94, 0.20], [2.10, -2.11, 0.00], [1.68, 0.83, 0.71], [-2.37, -0.50, 0.53], [0.22, -1.48, -1.22], [0.28, 1.12, 2.21], [-4.38, -3.60, 3.19], [-1.82, 0.24, 0.60], [-0.56, -0.99, -2.04], [0.28, -0.65, 1.51], [0.62, 0.57, -1.82], [0.11, 0.68, 0.33], [0.85, 0.26, 0.49], [-0.50, 0.27, -0.81], [-0.29, 1.07, -0.87], [0.13, 0.41, 0.04], [-0.04, -0.75, -0.34], [-0.07, 0.55, 1.57], [0.42, 1.08, -0.46], [-0.92, 0.02, 0.16], [0.39, -0.66, 0.44], [3.51, 2.49, -3.98], [0.27, 1.14, -0.52]], "nbo_charge": [-0.6135, -0.4417, -0.0570, -0.2281, -0.6402, -0.4320, -0.6203, -0.4205, 0.2136, 0.2119, 0.1999, 0.2191, 0.2200, 0.1679, 0.1960, 0.1708, 0.3456, 0.1956, 0.2035, 0.1871, 0.3589, 0.1853, 0.1746, 0.2038]}

# 4
{"formula": "C6H16N2", "method": "the ωB97M-V functional and the def2-TZVPD basis", "homo_lumo_gap_ev": 10.1, "smiles": "CCNCCCCN", "e_tot_ev": -9459.91341, "fmax_ev_per_a": 4.3, "e_above_lowest_kcal_mol": 49.8, "e_homo_ev": -8.92, "symbols": ["C", "C", "N", "C", "C", "C", "C", "N", "H", "H", "H", "H", "H", "H", "H", "H", "H", "H", "H", "H", "H", "H", "H", "H"], "xyz": [[-3.49435, -1.82019, 0.42591], [-2.39046, -0.82615, 0.13574], [-1.11312, -1.63730, 0.06267], [0.02882, -0.87254, -0.38100], [0.31121, 0.36080, 0.57661], [1.84685, 0.69787, 0.48073], [2.22496, 1.76263, -0.57391], [3.62940, 1.96760, -0.85422], [-3.80562, -1.69477, 1.52380], [-3.35806, -2.83741, 0.24367], [-4.47533, -1.61392, 0.01167], [-2.75169, -0.10273, -0.70389], [-2.15321, -0.17212, 1.01499], [-1.29785, -2.45144, -0.58278], [0.97379, -1.46293, -0.30284], [0.00249, -0.46325, -1.42025], [0.23064, -0.04444, 1.64217], [-0.30491, 1.25383, 0.19579], [2.49717, -0.20158, 0.25360], [2.30366, 1.12160, 1.46725], [1.71203, 1.44389, -1.57887], [1.61095, 2.69829, -0.25987], [4.05998, 2.05813, 0.03955], [3.71264, 2.83612, -1.41653]], "forces_ev_per_angstrom": [[-2.28, 2.13, 3.02], [0.85, 0.30, 0.19], [-1.50, -0.20, -1.88], [1.52, 1.16, 0.46], [1.31, -0.77, -0.44], [2.03, 0.70, 0.58], [-3.56, 0.17, -1.72], [-0.81, 0.33, -0.52], [0.80, -0.65, -1.16], [0.96, -1.60, -0.33], [0.05, 0.49, -0.83], [1.32, -1.31, 0.71], [-0.82, -0.38, -0.74], [0.46, 1.22, 0.84], [-0.99, -0.07, -0.18], [-0.31, -0.39, 0.40], [-0.84, 1.06, -1.33], [0.71, -1.21, 1.40], [-0.96, 0.64, 0.34], [-1.11, -0.82, -1.27], [0.84, 0.51, 1.59], [1.16, -0.99, -0.46], [0.90, 0.51, 0.48], [0.27, -0.85, 0.82]], "nbo_charge": [-0.6323, -0.2368, -0.6191, -0.2162, -0.4324, -0.4081, -0.2055, -0.8293, 0.2108, 0.2129, 0.2107, 0.1699, 0.1977, 0.3549, 0.1927, 0.1609, 0.2285, 0.2173, 0.2040, 0.1893, 0.1673, 0.1485, 0.3497, 0.3647]}